[1]
Computed, not measured: C2H5NO2 in the gas phase, with ωB97M-V/def2-TZVPD.

Output
SMILES: CON1CO1
ΔE to the lowest compared entry with this formula, charge and spin: 5.6452 eV

XYZ file:
```
10
C2H5NO2, DFT ωB97M-V/def2-TZVPD
C 1.38 0.33 0.00
N -0.90 0.34 0.37
C -2.09 -0.35 0.16
H 2.20 -0.47 0.13
H -2.95 -0.03 0.76
O 0.25 -0.35 0.20
O -1.63 0.52 -0.78
H -2.04 -1.47 -0.05
H 1.46 0.79 -1.09
H 1.36 1.14 0.70
```

***

[2]
Computed, not measured: a molecular structure, C3H5InO4, with ωB97M-V/def2-TZVPD.

Output
Charge: +2
ΔE to the lowest compared entry with this formula, charge and spin: 5.4589 eV

XYZ file:
```
13
C3H5InO4, DFT ωB97M-V/def2-TZVPD
H 1.79 1.92 1.68
In 0.72 -0.38 1.51
C 0.19 0.95 -1.58
O 0.89 -0.25 -1.25
H -1.43 1.49 -0.25
O 1.17 1.39 1.17
H 0.88 1.79 -0.33
O 0.91 -2.11 -0.16
O -0.91 -0.95 -0.32
C -1.17 0.87 -1.11
H -2.00 0.61 -1.76
C 0.19 -1.37 -0.85
H 0.29 1.06 -2.67
```

***

[3]
Computed, not measured: 3 unconnected molecules or ions with the total composition C39H60N6O5P2, with ωB97M-V/def2-TZVPD.

Output
SMILES: C#CCCCC1=CC(=O)c2cc(C#C)cc(C[C@@H](C)OCc3ccccc3)c2C1=O.CN(C)P(=O)(N(C)C)N(C)C.CN(C)P(=O)(N(C)C)N(C)C

XYZ file:
```
112
C39H60N6O5P2, DFT ωB97M-V/def2-TZVPD
H 1.30 3.62 -5.33
C -2.34 -4.95 1.66
C -1.72 -1.48 5.75
H 5.04 -0.37 4.95
H 6.20 3.48 1.73
C -0.31 -1.52 3.89
H 0.99 -1.77 2.19
C -1.46 0.95 -1.34
P 5.24 0.89 2.26
N 4.46 0.11 0.86
C -0.72 -1.25 0.04
C -3.84 3.53 -5.09
H 0.16 1.35 -8.48
H 0.55 5.24 -7.73
H -3.69 2.78 -4.31
H -1.41 -0.65 8.28
C 4.76 -0.98 4.09
P -1.44 2.63 -5.99
H 1.90 3.59 -7.00
C -1.32 -4.31 2.40
H -3.00 -4.01 6.08
H -0.49 0.13 2.42
C 6.97 2.79 1.39
C -2.15 -2.24 7.01
H -0.96 -0.74 6.08
C -3.46 4.03 -7.38
H -0.37 5.55 -6.24
H -2.35 -0.34 -7.91
C -2.81 -4.44 0.43
C 3.25 0.86 0.46
C -3.19 -4.09 8.25
N -3.03 3.22 -6.27
H -4.32 2.60 -1.70
O 5.74 1.69 3.45
H -0.87 2.66 -9.10
H -2.97 3.76 -8.32
H -0.45 1.25 -1.00
C -2.80 -3.49 7.03
N 6.41 1.46 1.14
H -1.56 1.04 -2.44
O -1.24 3.33 -4.65
C -2.97 -6.19 2.18
H -4.19 0.83 -1.63
H 0.91 -3.21 3.21
C -1.09 -0.36 3.22
H 7.50 -0.55 3.84
C 7.37 0.66 0.42
C -4.84 1.77 0.16
H -2.09 -1.67 10.42
H 6.95 -0.30 0.10
H 3.70 -0.77 3.86
H 6.90 -2.19 3.48
H -0.95 -4.72 3.34
C -0.31 4.92 -7.14
N -0.20 3.50 -6.83
H 7.37 3.21 0.46
C -5.53 1.86 1.14
H -1.17 5.12 -7.78
C -0.78 -3.10 1.88
H -3.60 -4.96 -0.14
O -3.28 -3.46 -2.21
H 3.77 -1.52 -0.27
C 1.13 3.21 -6.33
O -1.11 -2.31 4.78
C 4.20 -1.32 0.72
N 5.58 -0.67 2.92
H -3.29 -3.88 10.45
C 6.93 -1.16 3.12
C -2.24 -3.26 -0.05
H 3.49 -1.69 1.47
H 0.57 -1.15 4.48
C -1.23 -2.54 0.66
H -4.46 -7.51 3.32
H 5.12 -1.90 0.77
H -2.01 -0.80 2.78
O 0.35 -0.74 0.27
H 2.44 0.70 1.17
C -0.87 1.67 -8.66
N -1.69 1.64 -7.45
H -2.61 -0.93 5.38
H -2.16 2.93 -0.85
H 8.27 0.47 1.01
H 3.47 1.93 0.43
C -2.31 -2.21 9.48
C -3.96 1.75 -1.08
H -3.17 -0.81 -2.45
H -2.65 0.17 -6.26
H -3.28 5.10 -7.19
C -1.92 -1.62 8.27
H -1.01 -0.26 -6.75
H 1.28 2.12 -6.27
C -3.76 -6.89 2.78
C -1.93 0.23 -7.08
H 7.77 2.76 2.14
H -1.38 0.45 3.92
C -2.74 -2.74 -1.41
C -2.47 1.89 -0.61
H 2.91 0.57 -0.53
H 4.83 -2.03 4.35
H -4.90 3.50 -5.34
C -1.61 -0.54 -1.00
H -4.53 3.91 -7.56
H -3.71 -5.06 8.29
H -3.59 4.51 -4.68
H 7.68 1.16 -0.50
H -1.30 1.01 -9.41
C -2.53 -1.26 -1.68
H 7.48 -1.22 2.19
C 0.29 -2.41 2.74
H -6.05 2.21 2.03
C -2.97 -3.45 9.50
H -2.45 1.73 0.48
```

***

[4]
Computed, not measured: 2 unconnected molecules or ions with the total composition C4H9N2O2, with ωB97M-V/def2-TZVPD.

Output
Charge: +1
ΔE to the lowest compared entry with this formula, charge and spin: 5.7800 eV

XYZ file:
```
17
C4H9N2O2, DFT ωB97M-V/def2-TZVPD
N 1.08 -0.67 0.52
C -1.20 1.51 -0.59
H 0.74 -1.37 -1.47
N -2.14 -0.70 0.22
O -2.44 -1.77 0.67
H 0.49 -1.01 1.34
H 2.57 0.25 -0.31
C 0.93 -1.78 -0.47
O -0.50 1.97 0.58
H -0.70 1.66 -1.50
H -0.62 3.02 0.66
C 1.89 0.24 0.56
H -2.19 2.24 -0.63
H 1.87 0.85 1.47
H 1.89 -2.18 -0.59
H 0.12 -2.48 -0.05
C -1.79 0.24 -0.37
```

***

Number 1: total energy -284.2599 hartree. Number 2: total energy -607.3925 hartree. Number 3: total energy -2909.1835 hartree. Number 4: total energy -417.3689 hartree.